Here is 13 unconnected molecules or ions with the total composition C49H125N7O13 in a non-equilibrium geometry from the OMol25 dataset. Energies are from ωB97M-V/def2-TZVPD.

Its expectation value of S² is 0.750. For the maximum force, the calculation gives 3.9 eV Å⁻¹. Its total energy is -3302.9158 a.u.

ORCA input file:
```
! RIJCOSX wB97M-V def2-TZVPD def2/J DEFGRID3
* xyz -1 2
C 3.153 0.265 -0.356
O 2.165 1.293 -0.444
H 2.727 -0.683 -0.685
H 4.055 0.502 -0.920
H 3.346 0.001 0.684
H 2.026 1.709 0.410
C -1.707 -2.506 -5.937
O -1.929 -3.775 -5.449
H -1.537 -2.657 -7.003
H -2.526 -1.787 -5.937
H -0.795 -2.094 -5.503
H -1.915 -4.391 -6.186
C 0.601 2.738 -2.821
O 1.670 1.872 -3.157
H -0.163 2.307 -2.175
H 1.048 3.651 -2.428
H 0.003 2.990 -3.696
H 1.878 1.504 -2.295
C 1.537 1.058 5.615
O 1.055 2.259 5.162
H 0.764 0.406 6.020
H 1.886 0.474 4.763
H 2.460 1.156 6.187
H 0.195 2.072 4.777
C -4.671 0.726 -1.236
O -3.578 1.622 -1.400
H -4.568 0.128 -0.330
H -5.599 1.298 -1.226
H -4.695 0.002 -2.050
H -2.792 1.082 -1.295
C -4.824 -2.608 0.759
O -3.988 -1.998 1.686
H -4.818 -3.685 0.927
H -5.860 -2.277 0.681
H -4.456 -2.376 -0.240
H -4.339 -2.208 2.554
C -2.535 0.760 4.893
C -2.236 2.135 4.311
C -1.989 3.271 5.404
O -3.231 3.651 5.993
C -3.103 4.815 6.770
N -1.075 1.958 3.456
H -1.763 0.452 5.598
H -2.691 0.035 4.093
H -3.479 0.763 5.439
H -3.055 2.452 3.665
H -1.476 4.134 4.980
H -1.406 2.937 6.262
H -4.125 5.195 6.780
H -2.464 5.522 6.241
H -2.757 4.557 7.771
H -0.921 2.791 2.907
H -1.260 1.219 2.793
C 3.442 3.781 1.426
C 2.010 3.567 1.788
C 1.038 4.130 0.816
O -0.243 3.927 1.458
C -1.353 3.862 0.669
N 1.794 2.173 2.211
H 4.148 3.222 2.040
H 3.690 4.841 1.481
H 3.493 3.403 0.405
H 1.794 4.113 2.706
H 1.196 3.643 -0.146
H 1.113 5.202 0.628
H -2.299 3.767 1.203
H -1.214 2.892 0.191
H -1.438 4.665 -0.064
H 0.794 2.143 2.349
H 2.050 2.150 3.188
C 3.128 -5.082 1.795
C 1.817 -4.435 1.424
C 1.278 -4.919 0.035
O 0.240 -3.990 -0.270
C -0.254 -4.083 -1.643
N 0.803 -4.719 2.450
H 3.868 -4.931 1.009
H 3.068 -6.163 1.929
H 3.500 -4.788 2.777
H 2.022 -3.365 1.375
H 0.899 -5.941 0.013
H 2.196 -4.786 -0.538
H -1.243 -3.637 -1.749
H -0.315 -5.128 -1.948
H 0.397 -3.525 -2.316
H 0.504 -5.684 2.441
H 0.030 -4.135 2.167
C -0.127 -1.036 1.873
C -0.607 -0.190 0.819
C -0.883 -0.902 -0.527
O -1.412 0.079 -1.466
C -1.387 -0.426 -2.796
N -1.906 0.273 1.331
H -0.651 -1.987 1.960
H -0.059 -0.511 2.826
H 0.942 -1.232 1.785
H -0.070 0.749 0.688
H -1.607 -1.689 -0.317
H -0.009 -1.369 -0.981
H -0.446 -0.486 -3.344
H -1.785 0.489 -3.235
H -2.014 -1.294 -2.996
H -2.455 -0.572 1.396
H -2.452 0.913 0.771
C -4.042 7.140 -2.447
C -4.929 5.846 -2.706
C -5.997 6.237 -3.786
C -5.561 6.133 -5.289
C -4.940 4.757 -5.473
C -3.708 4.499 -4.583
N -4.137 4.659 -3.154
O -3.225 4.244 -2.199
C -3.559 2.944 -4.786
C -2.537 5.373 -4.985
C -5.701 5.488 -1.417
H -3.115 6.759 -2.019
H -4.482 7.907 -1.809
H -3.798 7.650 -3.379
H -6.920 5.661 -3.731
H -6.283 7.286 -3.705
H -4.821 6.897 -5.528
H -6.357 6.367 -5.995
H -4.553 4.758 -6.492
H -5.712 3.990 -5.418
H -4.416 2.391 -4.403
H -3.448 2.720 -5.847
H -2.696 2.544 -4.254
H -2.474 5.650 -6.037
H -2.547 6.334 -4.471
H -1.580 4.879 -4.812
H -6.422 6.291 -1.264
H -5.131 5.558 -0.490
H -6.185 4.517 -1.525
H -3.539 3.375 -1.940
C -0.401 -2.551 5.854
C 0.756 -3.156 6.718
C 0.045 -4.251 7.623
C 0.971 -5.240 8.369
C 1.978 -5.905 7.512
C 2.754 -4.929 6.496
N 1.719 -3.973 5.893
O 2.065 -3.432 4.609
C 3.784 -4.182 7.381
C 3.390 -5.964 5.521
C 1.428 -2.140 7.633
H -0.950 -3.350 5.355
H 0.171 -1.891 5.202
H -1.202 -2.001 6.349
H -0.505 -3.654 8.350
H -0.713 -4.680 6.968
H 0.405 -5.988 8.925
H 1.496 -4.648 9.119
H 1.495 -6.690 6.930
H 2.647 -6.447 8.181
H 3.466 -4.035 8.413
H 4.648 -4.846 7.392
H 4.164 -3.205 7.085
H 4.064 -6.655 6.029
H 2.658 -6.510 4.927
H 4.006 -5.363 4.852
H 1.957 -2.533 8.501
H 0.761 -1.312 7.875
H 2.241 -1.761 7.014
H 1.804 -4.133 4.007
C 4.336 -1.543 -8.838
C 4.739 -1.845 -7.399
C 5.671 -0.687 -6.954
C 5.852 -0.477 -5.394
C 4.469 -0.498 -4.751
C 3.608 -1.731 -5.088
N 3.506 -1.744 -6.563
O 2.582 -2.776 -6.855
C 4.172 -2.933 -4.441
C 2.229 -1.501 -4.467
C 5.567 -3.138 -7.336
H 5.225 -1.459 -9.463
H 3.875 -0.559 -8.912
H 3.721 -2.241 -9.406
H 6.701 -0.905 -7.236
H 5.433 0.223 -7.506
H 6.411 0.458 -5.354
H 6.474 -1.272 -4.982
H 3.978 0.312 -5.290
H 4.461 -0.135 -3.723
H 5.238 -3.073 -4.621
H 4.012 -2.823 -3.368
H 3.627 -3.785 -4.846
H 2.259 -1.478 -3.377
H 1.740 -0.575 -4.770
H 1.451 -2.234 -4.681
H 4.870 -3.977 -7.342
H 6.275 -3.238 -6.513
H 6.075 -3.256 -8.293
H 1.898 -2.239 -7.263
*
```